{
  "formula": "C20H26CrN2O8",
  "method": "ωB97M-V/def2-TZVPD",
  "homo_lumo_gap_ev": [4.90, 7.45],
  "total_energy_ev": -68942.85493,
  "spin_multiplicity": 5,
  "lumo_ev": [-0.68, -0.61],
  "s2": 6.061,
  "species": ["Cr", "C", "N", "C", "C", "C", "C", "C", "C", "C", "C", "N", "C", "C", "C", "H", "H", "H", "H", "H", "H", "H", "H", "H", "H", "H", "H", "H", "H", "C", "C", "O", "O", "H", "H", "H", "C", "C", "O", "O", "H", "H", "H", "C", "C", "O", "O", "H", "H", "H", "C", "C", "O", "O", "H", "H", "H"],
  "coordinates": [[-1.884, -0.604, -1.024], [0.834, -1.738, 5.644], [1.176, -1.077, 4.348], [0.223, -0.297, 3.742], [0.583, 0.466, 2.653], [1.875, 0.388, 2.166], [2.825, -0.449, 2.810], [2.432, -1.193, 3.905], [2.078, 1.210, 1.016], [1.563, 0.872, -0.251], [1.812, 1.681, -1.375], [2.602, 2.718, -1.285], [3.174, 3.052, -0.087], [2.871, 2.362, 1.080], [2.997, 3.496, -2.438], [1.347, -2.695, 5.735], [-0.241, -1.661, 5.803], [1.322, -1.111, 6.391], [-0.754, -0.277, 4.201], [-0.230, 0.996, 2.179], [3.869, -0.394, 2.540], [3.073, -1.767, 4.558], [0.892, 0.025, -0.266], [1.512, 1.467, -2.390], [3.933, 3.819, -0.037], [3.294, 2.714, 2.010], [2.360, 3.240, -3.285], [4.023, 3.162, -2.587], [3.038, 4.560, -2.205], [-0.373, -2.185, -4.541], [0.232, -1.215, -3.503], [1.207, -0.526, -3.720], [-0.299, -1.134, -2.393], [-0.229, -1.824, -5.559], [-1.448, -2.212, -4.361], [0.034, -3.189, -4.420], [-1.237, 3.510, -0.778], [-1.635, 2.045, -0.933], [-1.621, 1.249, -0.013], [-1.859, 1.507, -2.028], [-0.473, 3.782, -0.050], [-2.090, 4.159, -0.580], [-0.826, 3.869, -1.722], [-5.799, -1.229, -2.294], [-4.328, -1.019, -1.873], [-3.412, -1.203, -2.732], [-4.056, -0.433, -0.814], [-5.969, -2.174, -2.809], [-6.170, -0.302, -2.732], [-6.433, -1.389, -1.422], [-0.596, -3.825, 1.146], [-1.114, -2.578, 0.470], [-2.047, -2.682, -0.329], [-0.702, -1.475, 0.629], [0.493, -3.776, 1.158], [-0.820, -4.696, 0.531], [-1.031, -4.021, 2.126]],
  "nbo_charge": [1.632, -0.401, -0.354, -0.022, -0.179, -0.191, -0.218, -0.005, 0.060, -0.149, 0.087, -0.282, 0.033, -0.214, -0.405, 0.214, 0.222, 0.196, 0.210, 0.256, 0.222, 0.209, 0.263, 0.281, 0.222, 0.235, 0.246, 0.219, 0.222, -0.729, 0.819, -0.727, -0.798, 0.217, 0.237, 0.220, -0.722, 0.789, -0.750, -0.695, 0.218, 0.242, 0.224, -0.721, 0.793, -0.664, -0.684, 0.233, 0.240, 0.220, -0.722, 0.799, -0.664, -0.684, 0.229, 0.239, 0.233]
}